116
Properties=species:S:1:pos:R:3 method="wB97M-V/def2-TZVPD" charge=0 de_lowest_kj_mol=1102.2 gap_ha=0.303 energy_ev=-65000.3933 fmax_ha_per_bohr=0.33096
O -3.12 0.99 -1.80
C -3.03 2.21 -1.64
O -2.03 2.88 -1.92
C -0.88 2.28 -2.45
C 0.32 3.35 -2.62
C -4.20 2.92 -1.12
H -1.01 1.91 -3.29
H -0.48 1.57 -1.87
H -0.25 4.04 -3.22
H 1.22 3.10 -3.08
H 0.50 3.88 -1.66
H -5.23 2.59 -1.54
H -3.90 4.08 -1.32
H -4.33 3.01 0.06
O 3.05 -4.10 -4.72
C 3.77 -3.25 -5.28
O 3.60 -1.97 -5.32
C 2.37 -1.38 -4.90
C 2.62 0.02 -4.42
C 5.16 -3.58 -5.91
H 1.73 -1.96 -4.21
H 1.52 -1.44 -5.72
H 3.24 -0.02 -3.51
H 1.67 0.50 -4.26
H 2.90 0.75 -4.88
H 5.91 -3.46 -5.16
H 5.52 -2.66 -6.42
H 4.94 -4.79 -6.18
O -2.73 -3.40 7.40
C -3.42 -3.01 6.50
O -3.20 -2.43 5.27
C -1.84 -2.16 4.87
C -1.98 -1.93 3.40
C -4.92 -3.17 6.67
H -1.40 -3.06 5.18
H -1.51 -1.27 5.47
H -2.53 -2.71 3.07
H -0.97 -2.14 3.07
H -2.61 -1.01 3.41
H -5.31 -2.53 7.50
H -5.03 -4.19 6.69
H -5.55 -3.08 5.97
O -2.00 -0.31 -3.89
C -1.98 -1.56 -3.67
O -2.48 -2.16 -2.65
C -3.34 -1.57 -1.82
C -3.55 -2.35 -0.55
C -1.30 -2.41 -4.63
H -4.28 -1.68 -2.41
H -3.33 -0.52 -1.76
H -2.51 -2.27 -0.11
H -3.71 -3.38 -0.50
H -4.18 -1.87 0.10
H -1.11 -1.97 -5.56
H -1.71 -3.18 -4.69
H -0.31 -2.80 -4.21
C -5.75 -1.03 1.22
C -4.91 0.17 1.59
O -3.59 0.16 1.62
C -5.66 1.41 2.20
H -5.88 -1.64 2.20
H -5.02 -1.74 0.62
H -6.70 -0.77 0.64
H -6.20 2.04 1.53
H -5.05 1.94 2.81
H -6.26 1.10 2.96
C 0.85 2.69 5.77
C 0.27 1.58 5.05
O 1.08 0.56 4.78
C -1.19 1.54 4.52
H 0.23 2.85 6.65
H 0.54 3.64 5.38
H 2.03 2.69 5.91
H -1.36 0.84 3.77
H -1.40 2.57 4.03
H -1.94 1.27 5.39
C 3.01 1.58 -1.80
C 3.92 2.53 -2.57
O 4.73 2.07 -3.44
C 3.97 3.93 -2.14
H 1.87 2.00 -1.80
H 3.19 1.62 -0.78
H 3.04 0.72 -2.34
H 4.38 4.10 -0.94
H 2.87 4.42 -1.97
H 4.62 4.57 -2.84
C 3.25 1.71 2.40
C 2.70 3.12 2.65
O 3.18 3.80 3.62
C 1.34 3.36 1.96
H 2.99 1.22 1.38
H 2.97 0.99 3.09
H 4.41 2.03 2.44
H 0.70 2.59 2.15
H 1.53 3.06 0.80
H 1.01 4.42 1.98
C 6.48 -2.13 -0.56
C 5.05 -1.99 -0.60
O 4.45 -0.78 -0.46
C 4.12 -3.28 -0.75
H 6.93 -1.15 -0.70
H 6.79 -2.61 -1.61
H 6.75 -2.70 0.24
H 3.10 -3.28 -0.58
H 4.49 -4.02 0.13
H 4.36 -3.54 -1.76
C -0.67 0.61 0.64
C 0.19 0.71 -0.58
O 0.38 1.93 -1.17
C 0.81 -0.46 -1.16
H -0.15 0.26 1.55
H -1.55 -0.15 0.21
H -1.03 1.57 1.02
H 0.11 -1.38 -0.83
H 1.91 -0.28 -0.99
H 0.91 -0.39 -2.29